Below is a structure of composition C15H17BaF5N2 in a non-equilibrium geometry, with properties calculated with the ωB97M-V functional and the def2-TZVPD basis.

HOMO: -0.238 hartree
HOMO-LUMO gap: 5.581 eV
E_tot: -1216.0566 Eh
Net charge: 0
Energy relative to the best compared isomer or geometry (same formula, charge and spin): 0.0 kcal per mole

Atoms and positions in Å:
1 C -5.296 0.463 0.488
2 C -5.303 1.757 -0.317
3 H -5.472 -0.403 -0.154
4 H -6.091 0.476 1.239
5 H -4.351 0.308 1.018
6 H -4.436 1.838 -0.977
7 H -6.199 1.818 -0.940
8 H -5.308 2.632 0.337
9 C 1.300 -2.878 0.197
10 C 2.208 -3.901 -0.117
11 C 3.300 -3.629 -0.942
12 C 3.450 -2.331 -1.426
13 H 0.442 -3.018 0.872
14 H 2.036 -4.889 0.290
15 H 4.023 -4.408 -1.208
16 H 4.280 -2.058 -2.057
17 N 1.448 -1.643 -0.312
18 C 2.505 -1.344 -1.105
19 C 2.570 0.052 -1.583
20 N 1.555 0.874 -1.184
21 C 1.625 2.171 -1.533
22 C 3.644 1.855 -2.803
23 C 2.632 2.708 -2.356
24 H 0.817 2.774 -1.110
25 H 2.594 3.759 -2.616
26 C 3.627 0.518 -2.401
27 H 4.416 -0.181 -2.709
28 H 4.441 2.216 -3.453
29 Ba -0.666 -0.213 0.289
30 C -1.131 2.468 0.377
31 H -1.386 2.788 -0.652
32 H -0.325 3.123 0.749
33 H -2.020 2.608 1.022
34 F 1.066 -0.444 3.273
35 C -0.049 -1.192 2.951
36 F 0.228 -2.471 3.347
37 C -1.247 -0.682 3.703
38 F -1.112 -0.836 5.038
39 F -1.430 0.657 3.451
40 F -2.382 -1.342 3.314

Cartesian forces (eV/Å) of the 3 atoms listed first:
C -0.1 0.0 0.0
C -0.1 0.1 0.0
H 0.0 0.0 0.0

Below is a cluster of 12 separate species, H25O12 in total in a non-equilibrium geometry, with properties calculated with the ωB97M-V functional and the def2-TZVPD basis.

HOMO: -0.470 hartree
HOMO-LUMO gap: 10.356 eV
E_tot: -917.5753 Eh
Net charge: +1
Energy relative to the best compared isomer or geometry (same formula, charge and spin): 58.5 kcal per mole

Atoms and positions in Å:
1 O 2.660 -0.101 -2.401
2 H -2.505 2.908 1.021
3 H 3.236 -0.749 -2.886
4 O 0.284 -0.992 -1.977
5 H -0.374 -1.691 -1.759
6 H 2.219 3.149 0.327
7 O -1.069 -2.252 3.173
8 H 0.755 1.253 2.751
9 O 1.537 -2.346 2.767
10 H -1.013 -1.366 3.587
11 H 2.213 -2.410 3.445
12 O -3.867 2.624 -0.967
13 H -4.541 2.283 -0.430
14 H -3.743 3.234 -1.654
15 O -0.256 -3.469 -0.966
16 H 0.235 -4.297 -0.944
17 H -1.166 -3.772 -1.098
18 O 1.333 3.483 0.162
19 H -1.916 -2.520 3.467
20 H 0.034 1.289 0.485
21 O -2.179 2.074 1.381
22 H -2.757 1.611 0.687
23 H 0.488 -1.267 -2.878
24 O -0.002 0.721 2.513
25 H 2.002 0.173 -3.092
26 H -0.795 1.328 2.394
27 O 0.924 0.914 -4.030
28 H 0.462 1.419 -3.353
29 H 1.469 1.511 -4.579
30 O -0.400 0.381 0.264
31 H 0.656 -2.164 3.117
32 H 0.468 -0.820 0.336
33 O 1.462 -1.384 0.451
34 H 1.665 4.367 0.022
35 H 1.628 -1.622 1.443
36 H -0.859 0.528 -0.556
37 H 1.711 -2.028 -0.225

Cartesian forces (eV/Å) of the 3 atoms listed first:
O 1.2 -1.0 -1.2
H 0.6 1.1 0.7
H -0.6 1.0 0.8

Below is a structure of composition C24H36N2O2Si2TeZr, with properties calculated with the ωB97M-V functional and the def2-TZVPD basis.

HOMO: -0.530 hartree
HOMO-LUMO gap: 7.677 eV
E_tot: -2089.8453 Eh
Net charge: +2
Energy relative to the best compared isomer or geometry (same formula, charge and spin): 0.0 kcal per mole

Atoms and positions in Å:
1 Zr 0.109 -1.043 0.560
2 O -0.885 -0.752 2.242
3 C -1.567 -1.772 2.813
4 C -2.872 -1.592 3.250
5 C -3.554 -2.650 3.822
6 C -2.951 -3.899 3.990
7 C -1.648 -4.074 3.591
8 C -0.936 -3.025 2.981
9 C 0.458 -3.216 2.678
10 N 1.174 -2.432 1.940
11 C 2.617 -2.705 1.791
12 C 3.176 -1.625 0.873
13 N 2.183 -1.472 -0.197
14 C 2.428 -1.945 -1.370
15 C 1.448 -2.133 -2.417
16 C 1.910 -2.303 -3.733
17 C 1.034 -2.540 -4.768
18 C -0.327 -2.658 -4.495
19 C -0.810 -2.533 -3.202
20 C 0.068 -2.267 -2.165
21 O -0.429 -2.157 -0.897
22 H -3.332 -0.618 3.145
23 H -4.573 -2.501 4.154
24 H -3.498 -4.711 4.446
25 H -1.152 -5.025 3.740
26 H 0.932 -4.092 3.124
27 H 3.108 -2.680 2.764
28 H 2.760 -3.694 1.349
29 H 3.269 -0.678 1.408
30 H 4.159 -1.891 0.484
31 H 3.446 -2.267 -1.598
32 H 2.975 -2.235 -3.923
33 H 1.399 -2.655 -5.778
34 H -1.020 -2.868 -5.299
35 H -1.861 -2.662 -2.979
36 C 3.261 2.166 1.310
37 Si 2.315 3.676 0.714
38 C 2.120 4.936 2.060
39 C 3.088 4.381 -0.822
40 C 0.578 3.016 0.275
41 Te 0.711 1.414 -1.147
42 C -1.053 1.763 -2.290
43 Si -2.762 1.675 -1.471
44 C -4.012 1.638 -2.842
45 C -2.745 0.083 -0.469
46 C -3.016 3.112 -0.317
47 H 4.286 2.427 1.580
48 H 3.328 1.401 0.528
49 H 2.788 1.738 2.199
50 H 3.095 5.318 2.369
51 H 1.629 4.522 2.942
52 H 1.530 5.787 1.712
53 H 4.084 4.769 -0.597
54 H 2.497 5.213 -1.211
55 H 3.198 3.642 -1.618
56 H -0.045 3.763 -0.220
57 H 0.041 2.658 1.153
58 H -0.989 1.022 -3.092
59 H -0.879 2.739 -2.751
60 H -3.857 0.792 -3.515
61 H -3.954 2.553 -3.434
62 H -5.027 1.567 -2.446
63 H -2.481 -0.789 -1.069
64 H -3.693 -0.118 0.032
65 H -2.017 0.247 0.339
66 H -2.866 4.065 -0.829
67 H -2.348 3.083 0.546
68 H -4.041 3.110 0.061

Cartesian forces (eV/Å) of the 3 atoms listed first:
Zr 0.1 0.4 0.0
O -0.1 -0.1 -0.2
C 0.0 0.0 0.1

Below is a structure of composition C25H24AsN8RhS2, with properties calculated with the ωB97M-V functional and the def2-TZVPD basis.

HOMO (alpha / beta): -0.506 / -0.506 hartree
HOMO-LUMO gap (alpha / beta): 6.574 / 6.576 eV
E_tot: -4547.3632 Eh
Net charge: +2
Energy relative to the best compared isomer or geometry (same formula, charge and spin): 27.8 kcal per mole

Atoms and positions in Å:
1 Rh 0.418 0.184 1.271
2 N -0.309 3.455 2.296
3 N -1.267 3.488 1.280
4 C -2.036 2.442 1.005
5 N -3.144 2.654 0.297
6 S -1.778 0.826 1.542
7 H -0.524 4.171 2.981
8 H 0.605 3.625 1.886
9 H -1.459 4.364 0.808
10 H -3.567 3.568 0.228
11 H -3.670 1.860 -0.033
12 N -1.316 -3.273 3.072
13 C -1.148 -2.605 1.932
14 N -0.382 -1.557 2.180
15 C -0.131 -1.635 3.523
16 N -0.682 -2.672 4.094
17 C 0.672 -0.595 4.165
18 C 1.032 -0.617 5.505
19 N 1.781 0.342 6.033
20 C 2.175 1.318 5.227
21 C 1.816 1.358 3.885
22 N 1.060 0.403 3.356
23 H -1.841 -4.120 3.233
24 H -1.583 -2.884 0.985
25 H 0.706 -1.425 6.148
26 H 2.798 2.095 5.652
27 H 2.150 2.154 3.234
28 S 1.797 1.734 0.522
29 C 1.438 2.125 -1.174
30 C 1.990 3.263 -1.752
31 C 1.689 3.567 -3.072
32 C 0.843 2.753 -3.816
33 C 0.304 1.607 -3.246
34 C 0.614 1.296 -1.929
35 As 0.119 -0.312 -1.031
36 C 1.453 -1.610 -1.511
37 C 1.721 -2.674 -0.652
38 C 2.675 -3.617 -0.998
39 C 3.368 -3.493 -2.195
40 C 3.109 -2.426 -3.044
41 C 2.153 -1.479 -2.706
42 C -1.552 -0.916 -1.749
43 C -2.525 0.016 -2.101
44 C -3.736 -0.417 -2.616
45 C -3.978 -1.778 -2.771
46 C -3.004 -2.704 -2.429
47 C -1.784 -2.276 -1.921
48 H 2.647 3.904 -1.178
49 H 2.117 4.452 -3.524
50 H 0.614 3.004 -4.842
51 H -0.342 0.958 -3.826
52 H 1.201 -2.764 0.293
53 H 2.885 -4.444 -0.333
54 H 4.116 -4.226 -2.464
55 H 3.654 -2.328 -3.973
56 H 1.963 -0.649 -3.373
57 H -2.321 1.078 -2.015
58 H -4.487 0.302 -2.917
59 H -4.923 -2.113 -3.177
60 H -3.184 -3.760 -2.575
61 H -1.011 -3.001 -1.693

Cartesian forces (eV/Å) of the 3 atoms listed first:
Rh -0.1 -0.4 0.0
N 0.0 0.0 -0.1
N 0.0 0.0 0.1

Below is a cluster of 3 separate species, C4H11NO2S in total in a non-equilibrium geometry, with properties calculated with the ωB97M-V functional and the def2-TZVPD basis.

HOMO: -0.323 hartree
HOMO-LUMO gap: 4.429 eV
E_tot: -762.0271 Eh
Net charge: 0
Energy relative to the best compared isomer or geometry (same formula, charge and spin): 265.0 kcal per mole

Atoms and positions in Å:
1 C 0.370 -0.086 0.719
2 N 0.625 1.354 0.554
3 C 1.914 1.675 0.139
4 O 2.384 1.020 -1.173
5 C -0.938 -0.601 0.018
6 C -2.208 0.103 0.469
7 S -3.998 -2.209 1.180
8 H 1.211 -0.685 0.358
9 H 0.277 -0.377 1.759
10 H 2.024 2.808 -0.122
11 H 2.718 1.363 0.845
12 H -0.769 -0.533 -1.053
13 H -1.066 -1.694 0.174
14 H -2.105 0.937 1.117
15 H -2.840 0.442 -0.242
16 H -2.856 -0.547 1.056
17 H 1.811 -1.837 -2.484
18 H 1.978 0.175 -1.542
19 O 1.467 -1.306 -1.771

Cartesian forces (eV/Å) of the 3 atoms listed first:
C 0.6 0.4 -1.7
N 0.1 -2.4 0.5
C 0.7 1.0 -3.5